23
Properties=species:S:1:pos:R:3 method="wB97M-V/def2-TZVPD" de_lowest_ev=4.042 orbital_gap_ev="7.815 / 7.822" total_energy_ha=-2936.3946 homo_energy_ev="-17.75 / -17.75" fmax_ev_per_a=6.103 charge=+2
C -0.955 -0.629 2.173
C 0.881 0.568 -1.866
C -1.222 1.165 -0.461
C 0.310 -0.734 0.082
C 0.190 0.685 -0.473
N -1.648 -1.724 2.353
N -0.764 0.405 2.895
N 1.550 -1.149 0.472
Br -1.408 0.455 4.828
H 0.933 1.507 -2.253
H 0.287 0.040 -2.557
H 1.831 0.131 -1.900
H -1.324 1.954 -1.274
H -1.489 1.566 0.471
H -1.968 0.504 -0.684
H -0.203 -1.546 -0.295
H 0.855 1.387 0.128
H -1.613 -2.487 1.740
H -2.280 -1.785 3.122
H -0.485 1.197 2.432
H 1.726 -2.113 0.280
H 1.718 -1.175 1.483
H 2.220 -0.507 0.001

***

17
Properties=species:S:1:pos:R:3 method="wB97M-V/def2-TZVPD" smiles=CSC.CC de_lowest_ev=0.479 orbital_gap_ev=9.510 total_energy_ha=-557.7528 homo_energy_ev=-8.52 fmax_ev_per_a=1.957
C 0.559 -1.532 0.905
S -1.106 -1.106 1.597
C -2.130 -2.039 0.421
H 1.291 -0.864 1.349
H 0.797 -2.493 1.359
H 0.633 -1.546 -0.175
H -2.027 -1.590 -0.568
H -3.182 -2.055 0.691
H -1.817 -3.079 0.302
C 1.048 1.506 -1.225
C 0.613 2.577 -0.218
H 2.118 1.622 -1.411
H 0.790 0.478 -0.984
H 0.569 1.649 -2.194
H 1.156 2.374 0.716
H 1.152 3.507 -0.406
H -0.465 2.590 -0.158

***

31
Properties=species:S:1:pos:R:3 method="wB97M-V/def2-TZVPD" orbital_gap_ev=4.270 total_energy_ha=-1218.0571 homo_energy_ev=-5.92 fmax_ev_per_a=0.686
C -0.902 -5.021 -3.191
C -0.446 -3.597 -2.917
O 0.308 -3.592 -1.702
C 1.199 -2.554 -1.525
P 0.587 -0.875 -1.788
O -0.115 -0.411 -0.477
H -0.530 -5.674 -2.407
H -1.984 -5.092 -3.226
H -0.508 -5.386 -4.136
H 0.167 -3.208 -3.739
H -1.306 -2.933 -2.801
H 1.501 -2.537 -0.474
H 2.108 -2.644 -2.136
H -0.254 -0.746 -2.891
H 1.693 -0.076 -2.064
H -0.619 0.427 -0.511
C -1.252 1.945 1.491
C 0.159 1.575 1.965
O 1.097 2.602 1.935
C 1.113 3.459 3.176
O 0.983 2.824 4.277
C 0.030 4.568 2.996
F -0.096 5.034 1.717
F 0.368 5.643 3.743
F -1.214 4.216 3.379
H -1.198 2.612 0.623
H -1.810 1.034 1.222
H -1.831 2.450 2.259
H 0.557 0.838 1.265
H 0.133 1.099 2.952
H 2.063 4.020 2.986

***

172
Properties=species:S:1:pos:R:3 method="wB97M-V/def2-TZVPD" orbital_gap_ev="6.843 / 5.398" total_energy_ha=-32034.9227 homo_energy_ev="-10.75 / -10.75" fmax_ev_per_a=5.608 multiplicity=2 charge=+1
O -2.557 2.118 -3.355
V -1.487 2.022 -2.147
O 0.064 2.098 -2.671
C -0.728 -1.017 1.577
C -0.298 0.031 0.489
C 1.249 -0.039 0.355
C 1.714 -1.231 -0.376
C 1.004 -1.377 -1.723
C -0.498 -1.315 -1.764
N -0.960 -0.201 -0.873
O -2.394 0.210 -0.928
C -0.965 -2.774 -1.255
C -0.889 -1.102 -3.310
C -0.592 1.477 1.038
H -1.809 -1.158 1.593
H -0.500 -0.524 2.522
H -0.263 -2.002 1.589
H 1.673 0.117 1.347
H 1.557 0.807 -0.260
H 1.499 -2.081 0.271
H 2.801 -1.265 -0.447
H 1.386 -2.238 -2.270
H 1.433 -0.552 -2.293
H -0.511 -3.168 -0.346
H -0.842 -3.496 -2.062
H -2.022 -2.769 -0.989
H -0.565 -1.861 -4.022
H -0.484 -0.185 -3.739
H -1.974 -1.060 -3.223
H -0.166 1.674 2.022
H -1.664 1.628 1.172
H -0.132 2.237 0.406
Br 4.466 -2.811 -6.058
C 4.238 -1.865 -4.301
C 5.593 -1.664 -3.626
Br 5.377 -0.603 -1.987
H 3.597 -2.541 -3.734
H 3.594 -0.987 -4.333
H 6.164 -1.019 -4.294
H 6.207 -2.537 -3.406
Br -0.099 -1.588 -9.673
C 0.535 -0.042 -8.667
C 0.789 -0.359 -7.161
Br 1.478 1.278 -6.215
H -0.125 0.805 -8.857
H 1.347 0.230 -9.342
H 1.529 -1.149 -7.028
H -0.114 -0.637 -6.618
Br 1.079 -4.371 -4.433
C -0.343 -5.724 -4.107
C -1.140 -6.144 -5.387
Br -2.079 -4.602 -6.231
H -1.090 -5.342 -3.411
H 0.232 -6.405 -3.479
H -1.842 -6.957 -5.202
H -0.549 -6.524 -6.221
Br -0.117 -2.739 5.512
C -0.520 -4.150 4.096
C -0.198 -5.455 4.760
Br -1.682 -6.112 5.942
H 0.090 -3.859 3.241
H -1.547 -4.206 3.734
H 0.587 -5.374 5.512
H -0.034 -6.249 4.032
Br 3.750 2.603 -3.503
C 3.406 2.103 -1.583
C 4.669 2.466 -0.742
Br 4.472 1.922 1.106
H 3.212 1.031 -1.609
H 2.591 2.672 -1.135
H 5.021 3.496 -0.802
H 5.558 1.969 -1.130
C 0.658 5.855 0.952
C 0.154 4.949 2.120
C 0.257 5.593 3.579
O 1.554 5.502 4.009
C 1.799 5.743 5.389
N -1.205 4.548 1.734
H -0.076 6.620 0.699
H 0.885 5.327 0.026
H 1.461 6.522 1.268
H 0.878 4.137 2.043
H -0.333 4.978 4.257
H -0.081 6.629 3.595
H 2.866 5.732 5.615
H 1.337 4.976 6.010
H 1.392 6.637 5.862
H -1.745 4.055 2.430
H -1.714 5.397 1.536
C -6.087 3.766 1.537
C -5.136 2.556 1.707
C -5.897 1.273 2.135
O -6.577 1.372 3.371
C -7.351 0.227 3.754
N -4.445 2.576 0.475
H -6.642 3.877 2.469
H -6.857 3.576 0.790
H -5.545 4.689 1.331
H -4.356 2.771 2.438
H -5.128 0.514 2.282
H -6.504 0.863 1.328
H -6.740 -0.294 4.491
H -7.548 -0.458 2.930
H -8.245 0.511 4.310
H -5.113 2.199 -0.182
H -3.851 1.773 0.631
C 3.732 2.597 7.719
C 4.229 2.495 6.320
C 3.097 2.438 5.160
O 2.402 1.169 5.317
C 1.344 0.961 4.374
N 5.263 3.470 6.116
H 3.037 1.795 7.968
H 3.234 3.559 7.836
H 4.570 2.578 8.416
H 4.793 1.562 6.297
H 3.588 2.438 4.187
H 2.535 3.369 5.239
H 0.746 1.866 4.266
H 0.693 0.115 4.594
H 1.850 0.680 3.451
H 4.917 4.266 6.632
H 6.057 3.105 6.621
C -3.404 5.780 -0.832
C -2.551 4.794 -1.623
C -1.321 5.460 -2.231
O -0.544 4.717 -3.131
C 0.643 5.395 -3.507
N -2.175 3.618 -0.851
H -4.301 5.454 -0.306
H -3.670 6.580 -1.523
H -2.763 6.222 -0.069
H -3.227 4.451 -2.406
H -0.746 5.830 -1.382
H -1.615 6.363 -2.767
H 1.422 5.532 -2.757
H 0.468 6.347 -4.008
H 1.207 4.748 -4.179
H -3.038 3.316 -0.422
H -1.815 3.976 0.022
C 4.212 -5.543 -1.925
C 3.553 -4.707 -0.868
C 2.574 -5.448 0.072
O 3.329 -6.523 0.760
C 2.657 -7.150 1.865
N 4.622 -4.205 -0.010
H 5.013 -5.165 -2.560
H 3.512 -5.790 -2.723
H 4.598 -6.474 -1.509
H 3.082 -3.864 -1.374
H 1.712 -5.839 -0.468
H 2.167 -4.740 0.793
H 1.666 -7.546 1.640
H 2.679 -6.467 2.714
H 3.266 -7.949 2.289
H 5.077 -4.870 0.599
H 4.275 -3.441 0.551
C -4.144 -2.345 -4.468
Cl -5.506 -3.531 -4.861
Cl -4.849 -0.789 -3.902
H -3.588 -2.804 -3.650
H -3.527 -2.056 -5.319
C -4.692 -2.165 -0.354
Cl -6.207 -1.776 0.578
Cl -4.479 -3.878 -0.777
H -4.621 -1.580 -1.271
H -3.826 -1.903 0.254
C -1.612 -6.948 -0.385
Cl -1.202 -6.561 1.304
Cl -0.771 -8.472 -0.824
H -2.677 -6.919 -0.619
H -1.197 -6.150 -1.001

***

14
Properties=species:S:1:pos:R:3 method="wB97M-V/def2-TZVPD" smiles="C1=C2N=NC[C@@H]2NN1" de_lowest_ev=4.701 orbital_gap_ev=8.690 total_energy_ha=-374.8886 homo_energy_ev=-8.74 fmax_ev_per_a=3.087
C 0.134 0.509 1.708
C 0.230 -0.504 0.865
N 1.265 -1.350 0.614
N 1.304 -1.729 -0.584
C 0.189 -1.022 -1.408
C -0.683 -0.318 -0.289
N -0.747 1.222 -0.359
N -0.281 1.671 0.998
H 0.904 0.698 2.432
H 0.593 -0.255 -2.052
H -0.268 -1.656 -2.149
H -1.558 -0.979 -0.302
H -0.045 1.620 -1.000
H -1.038 2.093 1.526